The following is a quantum chemistry calculation of a structure of composition CH9NO2 in a non-equilibrium geometry, from OMol25.

Summary:
Orbital gap ... 8.87 eV
HOMO ... -8.6029 eV
2S+1 ... 1
LUMO ... 0.27 eV
Relative energy (zero: lowest compared OMol25 entry of this formula, charge and spin) ... 1.392 eV
Molecular weight ... 67.1 Da
Strongest force on any atom ... 0.129 Eh/bohr

Last column: Mulliken charge in e.
CARTESIAN COORDINATES (ANGSTROEM)
1 H -1.32671 -0.24883 1.11213  0.399
2 O -2.31296 -0.10060 1.81541  -0.862
3 N -0.28091 -0.10378 0.37905  -0.427
4 H -2.33026 -0.05539 2.69613  0.215
5 H 0.35746 -0.52239 1.01319  0.296
6 H -0.02486 0.87551 0.14097  0.263
7 C -0.29174 -0.86108 -0.91106  -0.733
8 H -1.23590 -0.62748 -1.52873  0.261
9 H 0.49662 -0.56624 -1.51866  0.261
10 H -0.27493 -1.91639 -0.70153  0.324
11 O 2.51728 0.97356 -1.30541  -0.592
12 H 3.17505 1.57387 -0.94205  0.298
13 H 3.24574 0.39658 -1.53847  0.295

---

The following is a quantum chemistry calculation of a cluster of 4 separate species, CH9NO3 in total in a non-equilibrium geometry, from OMol25.

Summary:
Orbital gap ... 9.32 eV
HOMO ... -8.7829 eV
2S+1 ... 1
LUMO ... 0.54 eV
Structure (SMILES) ... C=N.O.O.O
Relative energy (zero: lowest compared OMol25 entry of this formula, charge and spin) ... 2.696 eV
Molecular weight ... 83.1 Da
Strongest force on any atom ... 0.068 Eh/bohr

Last column: Mulliken charge in e.
CARTESIAN COORDINATES (ANGSTROEM)
1 C -2.68521 -2.12416 -0.58426  -0.206
2 N -3.08866 -0.96977 -0.22252  -0.466
3 H -1.62825 -2.38857 -0.68422  0.226
4 H -3.43175 -2.99261 -0.68233  0.214
5 H -3.69051 -0.51540 -0.89876  0.241
6 O 4.50535 -4.66243 1.09404  -0.643
7 H 4.71893 -4.23978 1.92510  0.322
8 H 4.75875 -5.58214 1.01857  0.322
9 O 0.12623 1.93917 0.72810  -0.651
10 H -0.63661 1.51347 1.17560  0.324
11 H 0.61401 2.37089 1.43642  0.319
12 O 0.06479 5.71774 -1.80414  -0.633
13 H 0.15536 5.29402 -0.94038  0.310
14 H 0.21757 6.63956 -1.56124  0.322

---

The following is a quantum chemistry calculation of a cluster of 3 separate species, CH9NO3 in total in a non-equilibrium geometry, from OMol25.

Summary:
Orbital gap ... 10.13 eV
HOMO ... -9.6209 eV
2S+1 ... 1
LUMO ... 0.51 eV
Structure (SMILES) ... NCO.O.O
Relative energy (zero: lowest compared OMol25 entry of this formula, charge and spin) ... 0.738 eV
Molecular weight ... 83.1 Da
Strongest force on any atom ... 0.036 Eh/bohr

Last column: Mulliken charge in e.
CARTESIAN COORDINATES (ANGSTROEM)
1 N -0.28250 0.46189 -2.02651  -0.518
2 C 0.02899 -0.68430 -1.21238  0.015
3 O -0.58972 -1.90151 -1.58616  -0.531
4 H 0.48640 0.80644 -2.57678  0.233
5 H -1.07326 0.35141 -2.65292  0.210
6 H 1.12131 -0.71342 -1.10590  0.262
7 H -0.41012 -0.45271 -0.22674  -0.021
8 H -0.86553 -2.32918 -0.79305  0.348
9 O 0.64229 2.13852 1.58071  -0.604
10 H 0.96521 1.67789 0.81312  0.293
11 H 1.23095 2.90058 1.55209  0.308
12 O -0.19594 -0.69809 3.04071  -0.623
13 H -0.22815 -0.16184 2.25317  0.319
14 H -0.82992 -1.39568 2.94064  0.309

---

The following is a quantum chemistry calculation of a cluster of 4 separate species, CH9NO3 in total in a non-equilibrium geometry, from OMol25.

Summary:
Orbital gap (spin up / spin down) ... 9.22 / 5.23 eV
HOMO (spin up / spin down) ... -15.0913 / -15.0781 eV
Charge ... +1
2S+1 ... 2
LUMO (spin up / spin down) ... -5.87 / -9.84 eV
Relative energy (zero: lowest compared OMol25 entry of this formula, charge and spin) ... 1.047 eV
Molecular weight ... 83.1 Da
Expectation value of S² ... 0.76
Strongest force on any atom ... 0.033 Eh/bohr

Last column: Mulliken spin population.
CARTESIAN COORDINATES (ANGSTROEM)
1 C -1.21165 -1.04372 1.80081  -0.019
2 N -0.64556 -1.20729 0.71862  0.800
3 H -1.41808 -0.03432 2.19825  0.043
4 H -1.39046 -1.97208 2.36328  0.103
5 H -0.49949 -2.12823 0.27039  0.040
6 H 2.75037 -0.89506 -0.67444  0.000
7 H 2.39392 -0.25551 -2.03360  0.000
8 O 2.66695 -1.07958 -1.61526  0.002
9 H -0.86414 1.59382 0.29773  0.001
10 H -1.86922 2.66268 0.69876  0.000
11 O -1.42482 1.87755 1.03551  0.002
12 H -0.35253 0.91584 -2.06540  -0.002
13 H 0.47011 0.08096 -1.13967  -0.004
14 O 0.27309 1.00839 -1.33142  0.033

---

The following is a quantum chemistry calculation of a cluster of 4 separate species, CH9NO5 in total in a non-equilibrium geometry, from OMol25.

Summary:
Orbital gap ... 10.50 eV
HOMO ... -10.4255 eV
2S+1 ... 1
LUMO ... 0.07 eV
Structure (SMILES) ... NC(=O)O.O.O.O
Relative energy (zero: lowest compared OMol25 entry of this formula, charge and spin) ... 1.034 eV
Molecular weight ... 115.1 Da
Strongest force on any atom ... 0.071 Eh/bohr

Last column: Mulliken charge in e.
CARTESIAN COORDINATES (ANGSTROEM)
1 N 0.84714 0.77504 -2.40956  -0.369
2 C -0.35777 0.60003 -2.99502  0.600
3 O -1.00428 1.35291 -3.69681  -0.586
4 O -0.90430 -0.62273 -2.63227  -0.502
5 H 1.20746 0.06102 -1.84163  0.244
6 H 1.00081 1.76050 -2.23387  0.261
7 H -1.49688 -0.84946 -3.48144  0.350
8 O -0.18016 -0.08577 3.59660  -0.651
9 H -1.17594 -0.10774 3.43387  0.333
10 H 0.01516 0.29175 4.44834  0.297
11 O 0.43595 -2.27561 1.41440  -0.633
12 H -0.44013 -2.35187 0.92514  0.319
13 H 0.45174 -1.41119 1.89034  0.277
14 O 0.84748 0.82197 0.91114  -0.582
15 H 0.68370 0.57236 1.83467  0.329
16 H 0.07001 1.46879 0.83609  0.315

---

The following is a quantum chemistry calculation of a cluster of 4 separate species, CH9O3S in total in a non-equilibrium geometry, from OMol25.

Summary:
Orbital gap ... 6.68 eV
HOMO ... -2.6935 eV
Charge ... -1
2S+1 ... 1
LUMO ... 3.98 eV
Relative energy (zero: lowest compared OMol25 entry of this formula, charge and spin) ... 1.750 eV
Molecular weight ... 101.1 Da
Strongest force on any atom ... 0.139 Eh/bohr

Last column: Mulliken charge in e.
CARTESIAN COORDINATES (ANGSTROEM)
1 C -1.89182 -0.23148 -0.07834  -0.748
2 S -0.78894 -0.17204 -1.58835  -0.757
3 H -2.45750 0.77069 -0.10145  0.131
4 H -2.51519 -1.03703 -0.31911  0.273
5 H -1.38482 -0.60677 0.81196  0.207
6 H -0.67324 1.71544 1.64330  0.313
7 H 0.36747 2.47242 0.68611  0.280
8 O 0.25820 1.96809 1.39732  -0.606
9 H 1.82544 0.14954 -1.95826  0.318
10 H 1.71515 0.73230 -0.61309  0.274
11 O 2.31136 0.27336 -1.12423  -0.670
12 H 0.84050 -2.80370 0.34499  0.304
13 H 1.25783 -1.26820 0.08401  0.357
14 O 1.13554 -1.96262 0.81514  -0.677

---

The following is a quantum chemistry calculation of a cluster of 4 separate species, CH9O4 in total, from OMol25.

Summary:
Orbital gap ... 8.49 eV
HOMO ... -4.3214 eV
Charge ... -1
2S+1 ... 1
LUMO ... 4.17 eV
Relative energy (zero: lowest compared OMol25 entry of this formula, charge and spin) ... 0.386 eV
Molecular weight ... 85.1 Da
Strongest force on any atom ... 0.019 Eh/bohr

Last column: Mulliken charge in e.
CARTESIAN COORDINATES (ANGSTROEM)
1 C 2.07037 -0.46467 1.36842  -0.598
2 O 1.22036 0.24423 2.20626  -0.561
3 H 2.91900 -0.85179 1.95404  0.227
4 H 1.58171 -1.30984 0.87386  0.241
5 H 2.49579 0.14095 0.55058  0.225
6 H -1.69703 -1.33200 -3.09092  0.292
7 H -0.90487 -0.11408 -2.70985  0.414
8 O -1.03806 -0.73603 -3.45893  -0.688
9 H -1.04315 0.98097 -0.24086  0.418
10 H -2.08648 1.32761 -1.30577  0.271
11 O -1.17884 1.01904 -1.23322  -0.752
12 H 0.30474 0.24920 1.77853  0.452
13 H -1.39487 0.65534 2.07183  0.183
14 O -1.24867 0.19107 1.23603  -1.125

---

The following is a quantum chemistry calculation of a structure of composition CHAgCl3F4 in a non-equilibrium geometry, from OMol25.

Summary:
Orbital gap (spin up / spin down) ... 6.52 / 5.97 eV
HOMO (spin up / spin down) ... -1.9393 / -1.3846 eV
Charge ... -2
2S+1 ... 2
LUMO (spin up / spin down) ... 4.58 / 4.58 eV
Molecular weight ... 303.2 Da
Expectation value of S² ... 0.76
Strongest force on any atom ... 0.041 Eh/bohr

Last column: Mulliken spin population.
CARTESIAN COORDINATES (ANGSTROEM)
1 Ag -0.44815 1.70039 -0.64582  0.606
2 F -0.57500 1.05397 1.45945  0.015
3 F -2.25436 0.68736 -1.38140  0.116
4 F -1.25215 3.85017 -0.27953  0.173
5 F 1.38798 2.45369 -1.67556  0.083
6 C 0.63086 -1.87236 0.61088  0.000
7 Cl 0.70687 -0.98789 -1.01563  0.006
8 Cl 1.81609 -3.23242 0.63451  0.001
9 Cl -0.89463 -2.51403 0.91623  0.000
10 H 0.88250 -1.13887 1.37690  0.000